48
Properties=species:S:1:pos:R:3:forces:R:3 method="wB97M-V/def2-TZVPD" total_energy_ev=-25704.616 spin_multiplicity=1 orbital_gap_ev=9.252 total_charge=+1 smiles=Cc1ccc(OC[C@H](O)C[NH2+][C@H](C)c2ccccc2)cc1C e_above_lowest_ev=0.562
C -4.7932 -0.5562 0.5568 0.0 0.0 0.0
C -3.3405 -0.8994 0.4767 0.1 0.0 0.0
C -2.7063 -1.5196 1.5440 0.0 0.1 -0.1
C -1.3666 -1.8577 1.4902 0.4 0.0 -0.2
C -0.6439 -1.5636 0.3474 -0.2 -0.1 0.2
O 0.7274 -1.8572 0.3570 -0.2 0.2 0.0
C 1.2482 -2.5662 -0.7570 0.4 -0.3 -0.3
C 2.6764 -2.0864 -1.0846 -0.7 0.1 -0.1
O 3.6253 -2.5156 -0.1327 0.2 0.0 0.2
C 2.7632 -0.5525 -1.0706 0.1 -0.6 -0.5
N 2.7319 -0.1276 0.3430 0.1 -0.3 0.3
C 2.7071 1.3476 0.5773 -0.1 0.5 0.2
C 3.1334 1.6273 2.0121 0.1 0.0 -0.2
C 1.3228 1.8624 0.2598 0.0 0.0 -0.1
C 0.2354 1.4921 1.0439 0.1 0.1 0.0
C -1.0301 1.9678 0.7519 0.0 0.0 0.1
C -1.2223 2.8109 -0.3294 0.0 0.0 0.0
C -0.1462 3.1770 -1.1197 -0.1 0.0 -0.1
C 1.1212 2.7042 -0.8268 0.1 -0.1 0.0
C -1.2535 -0.9271 -0.7220 0.2 -0.2 0.0
C -2.5997 -0.5970 -0.6720 0.1 -0.1 0.1
C -3.2459 0.0791 -1.8381 0.0 0.0 0.0
H -5.3456 -1.0420 -0.2461 -0.1 0.0 0.0
H -4.9422 0.5180 0.4530 -0.1 0.1 0.0
H -5.2136 -0.8733 1.5067 -0.1 0.0 0.0
H -3.2709 -1.7529 2.4339 -0.1 0.0 0.1
H -0.8802 -2.3455 2.3199 0.1 -0.1 0.1
H 0.6126 -2.4302 -1.6355 0.0 0.0 0.1
H 1.2716 -3.6379 -0.5168 0.0 0.1 -0.1
H 2.9351 -2.4581 -2.0855 -0.1 0.1 0.1
H 3.6979 -3.4757 -0.1387 0.0 0.0 0.0
H 1.9213 -0.1060 -1.6015 0.0 0.0 0.1
H 3.6988 -0.2250 -1.5277 -0.1 0.1 0.1
H 3.5344 -0.5745 0.8055 -0.2 0.1 0.0
H 1.8688 -0.5870 0.7272 0.4 0.2 0.0
H 3.4314 1.7999 -0.1085 -0.1 -0.2 0.0
H 3.0836 2.6958 2.2018 0.0 0.1 0.0
H 2.4808 1.1304 2.7245 -0.1 -0.1 0.1
H 4.1571 1.3018 2.1832 0.1 -0.1 0.1
H 0.3647 0.8385 1.8939 0.0 -0.1 0.1
H -1.8631 1.6779 1.3724 -0.1 -0.1 0.1
H -2.2075 3.1885 -0.5529 -0.1 0.0 0.0
H -0.2905 3.8346 -1.9626 0.0 0.1 -0.1
H 1.9598 3.0015 -1.4398 0.1 0.0 -0.1
H -0.6865 -0.6738 -1.6077 0.1 0.1 -0.1
H -2.5196 0.2999 -2.6157 0.0 0.0 -0.1
H -4.0232 -0.5565 -2.2606 -0.1 0.0 -0.1
H -3.7188 1.0094 -1.5292 -0.1 0.1 0.0